Entry from OMol25: the ion C3H3O4S with charge -1 in a non-equilibrium geometry (the ωB97M-V functional and the def2-TZVPD basis).

Last column: Mulliken charge in e.
Atoms and positions in Å:
S (-0.57313, 1.07141, 0.31074)  0.355
O (1.13514, -0.84702, -0.14167)  -0.653
O (-0.56514, 1.92696, -0.86797)  -0.612
O (-0.04336, -2.69468, -0.55671)  -0.723
O (1.64275, 1.40481, 2.10262)  -0.432
C (1.35361, 1.36414, 0.95583)  0.177
C (-1.26346, -0.74145, -0.38048)  -0.570
C (0.09709, -1.48055, -0.35522)  0.540
H (-2.02554, -1.13705, 0.13379)  0.371
H (2.05268, 1.74618, 0.15668)  0.301
H (-1.81064, -0.61273, -1.35761)  0.245

Its total charge is -1. As for the LUMO energy: 3.53 eV. The energy relative to the best compared isomer or geometry (same formula, charge and spin) is 59.9 kcal per mole. The value obtained for the total energy is -815.22993 Eh.